Entry 1:
{"formula": "C4H10N2O2", "method": "ωB97M-V/def2-TZVPD", "de_lowest_kj_mol": 96.2, "smiles": "C[C@@H](CN)NC(=O)O", "homo_ev": -9.5, "elements": ["O", "O", "N", "N", "C", "C", "C", "C", "H", "H", "H", "H", "H", "H", "H", "H", "H", "H"], "positions_angstrom": [[-2.3783, 1.2091, 1.9739], [-0.9828, 2.5754, 0.8822], [-1.0870, 0.3196, 0.3905], [1.6126, -0.3698, -2.0098], [0.3093, -0.5661, -1.3990], [0.8937, -1.0230, 1.0125], [-1.4105, 1.4683, 1.0570], [0.2863, -0.0098, 0.0482], [-1.6592, -0.4619, 0.6174], [0.0416, -1.6149, -1.3490], [0.2883, -1.0999, 1.9214], [1.8608, -1.0479, -2.7197], [1.8880, -0.7697, 1.3791], [0.8816, 0.8697, -0.0802], [-0.4682, -0.0691, -1.9766], [0.9871, -1.9930, 0.5306], [1.6202, 0.5000, -2.5338], [-2.6836, 2.0827, 2.2552]]}

---

Entry 2:
{"formula": "C15H60O15", "method": "ωB97M-V/def2-TZVPD", "de_lowest_kj_mol": 738.3, "homo_ev": -9.1, "elements": ["O", "O", "O", "O", "O", "O", "O", "O", "O", "O", "O", "O", "O", "O", "O", "C", "C", "C", "C", "C", "C", "C", "C", "C", "C", "C", "C", "C", "C", "C", "H", "H", "H", "H", "H", "H", "H", "H", "H", "H", "H", "H", "H", "H", "H", "H", "H", "H", "H", "H", "H", "H", "H", "H", "H", "H", "H", "H", "H", "H", "H", "H", "H", "H", "H", "H", "H", "H", "H", "H", "H", "H", "H", "H", "H", "H", "H", "H", "H", "H", "H", "H", "H", "H", "H", "H", "H", "H", "H", "H"], "positions_angstrom": [[-3.3960, -3.5482, -1.8174], [0.1634, -2.3107, -2.7119], [3.4000, 0.5591, -0.1306], [-4.1073, -0.7748, 2.4684], [4.3284, -1.3902, -3.1540], [1.5374, 4.9244, 2.1135], [1.2355, 3.6427, -2.3265], [0.9657, -0.6314, -0.7592], [2.5796, -0.0553, -4.7314], [-0.9850, 2.2492, -2.7596], [1.5570, -5.1853, -0.1423], [-3.3400, -3.3895, 3.0606], [-2.5524, 2.8812, -0.4812], [-2.0525, 0.6388, 3.5424], [0.2729, -0.7542, 3.8006], [0.1192, -0.0491, 0.2106], [-2.0807, 3.0014, 0.8240], [1.8917, 1.0158, -4.1772], [1.2160, -3.9870, 0.4880], [1.4944, 3.4959, -0.9679], [-1.7133, 1.7527, -3.8798], [-4.5378, -0.1818, 1.2812], [3.6171, -2.2354, -2.2671], [-1.9317, -3.3033, 3.1093], [1.3287, 0.1325, 3.7823], [-0.7860, -1.7790, -3.5506], [2.0911, 3.6726, 2.5762], [4.2768, 1.2929, -0.9622], [-2.6172, -2.9902, -0.7889], [-2.7552, 0.7819, 4.8452], [-1.1026, -2.4496, -4.3495], [3.0762, -0.5122, -4.0486], [2.1233, -0.1487, 4.4734], [-1.1555, 1.5535, -4.7947], [-3.7080, -2.5310, 2.8393], [1.3412, 0.6543, -3.3087], [0.4796, 3.0945, -2.5494], [-2.5025, 2.4775, -4.0801], [-1.0071, 2.8287, 0.8987], [0.3453, 0.9801, 0.4894], [2.6252, 1.7701, -3.8925], [-3.3341, -0.3446, 2.8406], [-2.1858, 4.0502, 1.1016], [-3.0567, -0.1853, 5.2473], [-4.9875, 0.7841, 1.5114], [-0.3612, -0.8525, -3.9369], [1.4048, 2.8549, 2.3562], [-2.4456, -1.9238, -0.9353], [4.3142, 2.3391, -0.6583], [1.2152, 1.5065, -4.8771], [0.2100, -3.5893, 0.3540], [-2.5262, 2.3573, 1.5821], [1.8243, -0.3669, -0.4210], [3.9420, 0.0950, 0.5116], [-2.1255, 1.2631, 5.5936], [2.2883, 5.4618, 1.8509], [2.6173, -1.8385, -2.0916], [2.9168, 3.2973, 1.9716], [5.2514, -1.6356, -3.2508], [1.8366, -3.1845, 0.0894], [2.4604, 3.9440, -0.7356], [3.9202, 1.2703, -1.9920], [2.4664, 3.5858, 3.5959], [0.6627, -1.6108, 3.9897], [5.3020, 0.9395, -0.8520], [-4.0479, -2.8967, -2.0861], [1.1891, -5.1571, -1.0286], [1.7390, 0.1303, 2.7724], [-1.5386, -2.9062, 4.0451], [0.7803, 4.0519, -0.3605], [4.1668, -2.2847, -1.3272], [1.5593, 2.4482, -0.6740], [-5.3193, -0.8574, 0.9334], [-3.7129, -0.0472, 0.5815], [-3.0599, -3.0740, 0.2036], [-1.6093, 2.2070, -2.0316], [-1.1783, 0.2503, 3.6237], [3.5450, -3.2652, -2.6172], [-1.6361, -3.4604, -0.7222], [0.0998, -0.6191, 1.1394], [-1.4928, -2.6742, 2.3348], [-3.5012, 3.0055, -0.4038], [-2.2129, 0.8497, -3.5290], [-1.6513, -1.5168, -2.9419], [0.3457, -1.6021, -2.0905], [-0.8957, -0.0311, -0.1868], [1.2691, -4.1711, 1.5610], [-3.6450, 1.3985, 4.7184], [-1.5151, -4.2994, 2.9598], [0.9775, 1.1112, 4.1090]]}

---

Entry 3:
{"formula": "C37H28N3O2P2RuS2", "method": "ωB97M-V/def2-TZVPD", "de_lowest_kj_mol": 147.5, "homo_ev": [-5.1, -7.3], "s2": 8.855, "spin_multiplicity": 6, "elements": ["Ru", "S", "S", "P", "P", "O", "O", "N", "N", "N", "C", "C", "C", "C", "C", "C", "C", "C", "C", "C", "C", "C", "C", "C", "C", "C", "C", "C", "C", "C", "C", "C", "C", "C", "C", "C", "C", "C", "C", "C", "C", "C", "C", "C", "C", "C", "C", "H", "H", "H", "H", "H", "H", "H", "H", "H", "H", "H", "H", "H", "H", "H", "H", "H", "H", "H", "H", "H", "H", "H", "H", "H", "H", "H", "H"], "positions_angstrom": [[1.4898, -0.3077, -1.1780], [2.4200, -0.3564, 0.9386], [1.4720, 1.9917, -1.5639], [-0.3419, 1.5957, -0.6395], [0.5181, -0.7208, 1.4766], [1.6112, -4.4261, -1.0007], [-0.8168, -3.5182, -1.0072], [3.5776, -1.5965, -1.9790], [1.0459, -2.1968, -1.2822], [-0.4365, -0.5778, -2.4017], [4.7734, -1.3451, -2.4492], [-1.6761, 5.0578, 1.0042], [-1.6320, -3.7458, 2.9934], [-3.1889, -0.0854, -0.9634], [5.5452, -3.5701, -2.0757], [-1.2046, -2.4943, 2.6016], [-2.5661, 2.4481, -4.9223], [0.5799, 3.4629, 1.3101], [-1.6370, 2.9903, -2.6166], [-1.0173, 0.8039, 3.0699], [0.0603, -2.3941, 1.9696], [0.9822, 1.2089, 4.9834], [-2.0346, 3.2740, -3.9216], [-1.0068, -1.1485, -1.1564], [1.9188, -3.2468, -1.2267], [0.5010, -4.7043, 2.4306], [-0.2955, -2.4438, -1.0801], [0.5772, 4.7770, 1.7592], [-2.8100, 1.2071, -1.2942], [-0.5027, 2.9798, 0.5244], [5.7594, -2.3245, -2.6010], [-1.3058, 1.4953, 4.2450], [-2.1288, 0.1440, -4.0564], [0.9495, -3.5113, 1.9095], [-2.7006, 1.0488, -4.9128], [3.3360, -2.9023, -1.5846], [-0.2834, 1.7901, 5.1631], [-0.7718, -4.8263, 2.9945], [-1.6104, 1.6134, -2.0157], [-2.4661, -1.2516, -1.0243], [1.1936, 0.3767, 3.8897], [-1.1016, 0.5223, -3.0463], [-1.7013, 3.7254, 0.5322], [4.2799, -3.9030, -1.5590], [-0.5460, 5.6273, 1.5371], [-0.2248, -0.2412, -0.1184], [0.2062, 0.2338, 2.8991], [-1.3037, 3.8278, -2.0169], [-3.4534, 2.0329, -0.9705], [6.6540, -2.0649, -3.1802], [-3.2995, 0.6533, -5.7262], [1.0763, -5.6301, 2.2862], [1.4557, 5.1284, 2.3507], [-1.8399, -1.6119, 2.6741], [-2.6368, 5.5887, 0.8739], [-1.0159, -5.7426, 3.4763], [-2.3221, -0.9175, -4.1069], [4.9543, -0.3047, -2.7630], [-2.2926, 1.9287, 4.4192], [-2.0017, 4.3471, -4.1612], [3.9471, -4.9038, -1.2207], [6.3352, -4.3055, -1.9945], [-4.1897, -0.0596, -0.5765], [1.7895, 1.3490, 5.7176], [1.5106, 2.8933, 1.4448], [1.9484, -3.4246, 1.5322], [-0.4330, 6.6838, 1.8322], [-0.2169, 1.0064, -3.5558], [-0.4711, 2.3645, 6.0774], [-2.9088, -2.2596, -0.9489], [-2.6636, 3.3125, 0.2013], [-1.7832, 0.6654, 2.3133], [-2.6555, -3.8793, 3.3716], [2.1181, -0.1806, 3.8222], [-3.0912, 2.9673, -5.7264]]}

---

Entry 4:
{"formula": "C3H5NO2S", "method": "ωB97M-V/def2-TZVPD", "charge": -2, "de_lowest_kj_mol": 29.7, "smiles": "N[C@@H](C[S-])C(=O)[O-]", "homo_ev": 0.6, "elements": ["S", "O", "O", "N", "C", "C", "C", "H", "H", "H", "H", "H"], "positions_angstrom": [[-2.0842, 1.4359, 0.9335], [1.7629, -0.2914, -1.3261], [0.4817, -2.1377, -1.3616], [0.8698, 0.1368, 1.2766], [0.8171, -1.0069, -0.9184], [-1.0093, 0.6070, -0.2805], [-0.0272, -0.4518, 0.2540], [-1.6211, 0.1193, -1.0561], [1.4998, 0.7385, 0.7420], [-0.5839, -1.2449, 0.7497], [-0.3844, 1.3208, -0.8316], [0.2788, 0.7744, 1.8185]]}